Entry 1:
C4H36N2O12S2 | wB97M-V/def2-TZVPD

Output
HOMO   -8.899 eV
Relative energy (zero: lowest compared OMol25 entry of this formula, charge and spin)   27.34 kcal/mol

Geometry as XYZ:
```
56
Properties=species:S:1:pos:R:3:lowdin_charge:R:1
S 2.647 -2.823 -1.291 0.355
S 1.328 -2.022 -2.654 0.462
C 1.347 -0.209 -2.292 -0.489
C 0.243 0.301 -1.380 -0.412
C -0.028 -0.683 -0.238 -0.247
N -0.980 -0.240 0.785 0.038
N -1.032 0.651 -2.003 -0.092
C -0.907 1.670 -3.074 -0.076
H 1.761 -3.253 -0.373 -0.226
H 2.339 -0.065 -1.898 0.030
H 1.294 0.208 -3.312 0.070
H 0.552 1.274 -0.994 0.110
H 0.885 -0.987 0.249 0.101
H -0.420 -1.563 -0.745 0.074
H -0.436 0.158 1.510 0.054
H -1.688 0.399 0.408 0.047
H -1.610 -0.118 -2.316 0.072
H 0.048 2.167 -3.190 0.069
H -1.093 1.193 -4.032 0.085
H -1.671 2.417 -2.869 0.070
H 1.687 -3.204 2.192 -0.041
H 3.159 -2.773 1.858 0.071
O 2.466 -2.796 2.599 -0.109
H -4.323 -1.006 0.844 0.055
H -4.469 0.281 0.064 -0.024
O -5.037 -0.468 0.345 -0.112
H -2.727 1.525 -1.105 0.046
H -3.519 2.475 -0.264 0.052
O -3.259 1.568 -0.269 -0.061
H 1.998 2.328 -2.038 0.002
H 3.444 2.037 -2.387 0.045
O 2.647 2.470 -2.751 -0.068
H 0.607 3.631 1.409 0.029
H 0.962 2.458 0.622 0.014
O 1.419 3.167 1.109 -0.063
H -3.806 -1.686 -2.147 0.041
H -3.339 -1.318 -3.537 0.077
O -3.486 -0.926 -2.638 -0.062
H -1.960 -1.862 0.805 0.024
H -2.526 -3.143 1.627 0.056
O -2.093 -2.856 0.821 -0.081
H 0.122 -4.700 1.657 0.090
H -0.471 -3.396 1.148 0.032
O 0.429 -3.834 1.296 -0.113
H -0.909 2.893 2.979 0.075
H -2.082 2.684 2.069 0.031
O -1.365 3.318 2.209 -0.067
H 1.803 -1.063 3.697 0.013
H 0.346 -1.358 4.037 0.016
O 0.969 -0.640 4.011 -0.077
H 2.928 1.583 2.388 0.009
H 3.572 0.594 3.464 0.054
O 3.740 1.220 2.739 -0.047
H 3.365 2.191 0.172 0.044
H 3.760 0.887 0.730 -0.001
O 3.370 1.245 -0.048 -0.046
```

Entry 2:
C4H36N2O14 | wB97M-V/def2-TZVPD

Output
HOMO   -10.013 eV
Relative energy (zero: lowest compared OMol25 entry of this formula, charge and spin)   90.89 kcal/mol

Geometry as XYZ:
```
56
Properties=species:S:1:pos:R:3:lowdin_charge:R:1
C -0.929 2.603 1.178 -0.340
N -1.267 1.366 0.718 0.071
C -0.672 1.786 -1.642 -0.057
C -0.615 0.792 -0.486 -0.288
C 0.895 0.465 -0.080 -0.197
N 1.554 -0.218 -1.219 0.026
O 0.056 3.251 0.849 -0.015
H -1.444 2.998 2.074 0.138
H -2.259 1.157 0.887 0.109
H -0.128 2.731 -1.375 0.076
H -1.642 2.296 -1.770 0.089
H -0.340 1.471 -2.636 0.068
H -1.213 -0.046 -0.857 0.132
H 1.507 1.350 0.109 0.093
H 0.863 -0.005 0.905 0.074
H 2.314 -0.826 -0.956 0.040
H 1.892 0.415 -1.941 0.074
H 0.168 -2.381 -4.136 0.003
H -0.911 -3.376 -3.650 0.044
O 0.031 -3.194 -3.636 -0.049
H -4.691 0.535 0.629 0.031
H -3.873 -0.175 -0.496 0.002
O -4.358 0.640 -0.264 -0.079
H -1.679 -1.434 2.996 0.004
H -1.709 -0.073 2.614 -0.009
O -2.073 -0.618 3.328 -0.071
H -4.310 2.931 0.357 0.045
H -3.523 3.460 1.460 0.025
O -4.191 2.779 1.306 -0.064
H 2.119 2.036 2.155 0.054
H 2.580 1.177 3.371 0.071
O 2.568 1.221 2.411 -0.036
H 3.805 0.032 1.434 0.032
H 4.441 -1.221 0.931 0.065
O 3.861 -0.512 0.628 -0.063
H 1.751 -3.270 -1.869 0.043
H 0.641 -3.224 -0.852 0.011
O 1.445 -3.722 -1.073 -0.053
H 2.254 -2.989 0.354 0.042
H 2.184 -1.499 0.778 -0.011
O 2.077 -2.403 1.128 -0.097
H 1.323 -0.370 -3.418 -0.005
H 1.261 -0.566 -5.124 0.048
O 0.900 -0.312 -4.279 -0.053
H -2.344 -2.064 0.088 -0.011
H -3.942 -2.292 0.346 0.054
O -3.254 -2.015 -0.265 -0.073
H 2.482 3.677 -1.005 0.018
H 2.238 4.751 -0.002 0.029
O 2.967 4.293 -0.443 -0.063
H -0.478 -2.900 1.342 0.068
H -0.045 -2.046 0.200 0.024
O -0.773 -2.624 0.468 -0.031
H 0.975 -1.999 2.574 0.016
H 1.018 -0.533 2.791 0.011
O 0.494 -1.302 3.067 -0.066
```

Entry 3:
C4H36NO13 | wB97M-V/def2-TZVPD

Output
HOMO   -13.229 eV
Charge   +1
Relative energy (zero: lowest compared OMol25 entry of this formula, charge and spin)   88.16 kcal/mol

Geometry as XYZ:
```
54
Properties=species:S:1:pos:R:3:lowdin_charge:R:1
C -1.499 0.697 0.441 -0.168
C -2.673 0.878 -0.583 -0.146
C -2.781 -0.200 -1.649 -0.216
C -3.085 -1.628 -1.272 -0.225
O -1.913 -2.304 -0.823 -0.099
N -0.248 0.116 -0.147 0.194
H -1.834 -0.128 1.099 0.090
H -1.335 1.572 1.048 0.077
H -3.576 0.873 0.082 0.132
H -2.618 1.803 -1.179 0.112
H -1.979 -0.335 -2.411 0.114
H -3.505 0.087 -2.461 0.136
H -3.765 -1.508 -0.382 0.139
H -3.556 -2.201 -2.068 0.127
H -1.952 -2.584 0.100 0.097
H -0.362 -0.721 -0.664 0.073
H 0.444 0.162 0.691 0.139
H 0.268 0.741 -0.768 0.126
H 0.600 -3.021 0.642 0.000
H 1.941 -2.624 0.005 -0.011
O 1.416 -3.372 0.279 -0.045
H -1.181 -2.157 2.929 0.008
H -2.046 -1.025 3.667 0.062
O -1.527 -1.258 2.889 -0.052
H -0.846 3.614 -0.074 0.062
H 0.215 3.051 -0.914 0.021
O -0.278 2.837 -0.114 -0.096
H -1.490 4.300 2.283 0.089
H -2.747 3.458 2.128 0.082
O -1.881 3.614 1.686 -0.068
H 1.720 0.908 2.387 0.049
H 1.135 -0.519 2.634 0.045
O 1.711 -0.020 2.032 -0.070
H -0.113 -4.651 2.293 0.066
H 1.078 -3.881 3.045 0.055
O 0.174 -3.847 2.740 -0.041
H -0.401 -2.011 -1.990 -0.033
H 0.741 -2.549 -2.878 0.060
O 0.049 -1.866 -2.822 -0.054
H 4.779 -2.392 -0.659 0.098
H 4.303 -2.362 0.848 0.077
O 4.038 -2.182 -0.053 -0.039
H 2.337 3.046 1.221 0.018
H 0.838 3.067 1.539 0.009
O 1.704 2.845 1.923 -0.074
H 3.163 1.489 -0.675 0.017
H 2.425 3.035 -1.114 0.026
O 2.818 2.372 -0.563 -0.047
H 1.611 2.546 -3.148 0.050
H 0.227 3.046 -3.593 0.079
O 0.734 2.742 -2.818 -0.041
H 3.318 -0.948 -1.013 0.018
H 2.553 -0.417 -2.339 0.047
O 2.854 -0.183 -1.457 -0.072
```

Entry 4:
C4H36NO14 | wB97M-V/def2-TZVPD

Output
HOMO   -6.025 eV
Charge   -1
Relative energy (zero: lowest compared OMol25 entry of this formula, charge and spin)   32.20 kcal/mol

Geometry as XYZ:
```
55
Properties=species:S:1:pos:R:3:lowdin_charge:R:1
C 0.129 1.262 0.223 -0.214
N 0.658 0.345 1.285 -0.024
C 1.671 -0.629 0.726 -0.399
O 1.301 -1.675 -0.073 -0.311
C 1.006 2.549 -0.092 -0.225
C 2.240 2.652 0.811 -0.141
H -0.741 1.744 0.690 0.072
H -0.181 0.693 -0.614 0.058
H -0.186 -0.165 1.540 0.073
H 2.099 -1.044 1.659 0.104
H 2.379 0.102 0.286 0.082
H 1.509 2.479 -1.101 0.101
H 0.265 3.366 -0.051 0.091
H 1.971 2.541 1.837 0.037
H 2.588 3.730 0.617 0.096
H 3.106 2.168 0.360 0.067
H -2.274 -0.818 -0.016 0.018
H -2.322 0.309 -1.051 0.084
O -2.885 -0.180 -0.401 -0.086
H -0.005 2.677 3.124 0.041
H 0.678 3.765 2.102 -0.008
O 0.440 3.512 2.983 -0.051
H -3.409 0.601 1.144 0.025
H -3.341 0.020 2.654 0.024
O -2.949 0.614 2.024 -0.094
H -0.484 -2.293 0.329 0.006
H -0.959 -3.661 0.760 0.071
O -1.120 -2.716 0.945 -0.073
H -1.209 2.073 -3.243 -0.014
H -1.442 3.367 -2.308 0.028
O -1.693 2.896 -3.125 -0.080
H 0.467 0.149 -2.747 -0.005
H 1.074 1.293 -3.320 0.040
O 0.356 0.680 -3.570 -0.084
H 1.192 -3.104 2.311 0.012
H -0.180 -2.607 2.644 0.012
O 0.640 -2.926 3.084 -0.088
H 2.942 -3.542 0.083 0.004
H 3.770 -3.125 -1.024 0.024
O 3.867 -3.359 -0.094 -0.065
H -0.064 -4.195 -2.363 0.056
H 0.589 -3.817 -1.129 -0.003
O 0.043 -4.554 -1.446 -0.083
H -0.946 -1.447 -1.599 0.000
H 0.572 -1.570 -1.489 0.012
O -0.200 -1.580 -2.185 -0.112
H -3.523 3.784 0.389 0.032
H -2.538 2.848 1.280 0.010
O -2.803 3.164 0.417 -0.048
H -4.350 -1.370 0.148 0.027
H -3.178 -2.075 0.840 0.019
O -4.054 -1.661 1.006 -0.081
H 2.394 -0.559 -1.483 -0.002
H 3.969 -0.356 -1.666 0.034
O 3.122 -0.355 -2.113 -0.070
```

Entry 5:
C4H36NO15 | wB97M-V/def2-TZVPD

Output
HOMO   -13.318 eV
Charge   +1
Relative energy (zero: lowest compared OMol25 entry of this formula, charge and spin)   70.90 kcal/mol

Geometry as XYZ:
```
56
Properties=species:S:1:pos:R:3:lowdin_charge:R:1
C -1.615 1.720 0.153 -0.190
C -1.811 2.820 -0.755 -0.177
C -0.877 2.941 -1.947 -0.088
C 0.376 2.224 -1.871 -0.517
O 0.860 2.202 -0.590 0.053
O 0.948 1.703 -2.812 0.069
N -1.852 0.338 -0.431 0.196
H -0.600 1.764 0.574 0.107
H -2.298 1.838 1.026 0.135
H -2.185 3.839 -0.427 0.159
H -2.719 2.496 -1.294 0.122
H -0.526 3.886 -2.382 0.155
H -1.328 2.275 -2.806 0.173
H 1.810 1.889 -0.707 0.060
H -1.202 0.155 -1.194 0.120
H -1.643 -0.337 0.254 0.088
H -2.770 -0.008 -0.875 0.160
H 2.608 0.825 2.503 0.050
H 1.091 1.446 2.469 0.058
O 1.696 0.758 2.914 -0.107
H -2.510 -1.100 2.323 0.047
H -3.521 -0.181 1.951 -0.015
O -2.637 -0.088 2.031 -0.079
H -2.139 -2.864 1.418 0.023
H -1.323 -2.387 2.634 -0.011
O -2.185 -2.604 2.348 -0.014
H -2.907 -2.334 -1.004 0.007
H -3.471 -1.774 -2.274 0.069
O -3.610 -1.684 -1.304 -0.091
H 1.553 -4.125 -1.660 0.084
H 1.286 -3.473 -0.333 -0.021
O 0.852 -3.913 -1.027 -0.044
H 4.828 0.861 1.197 0.094
H 3.464 0.894 0.387 0.048
O 3.917 0.450 1.189 -0.095
H 2.039 -1.468 0.407 -0.001
H 1.078 -1.630 1.553 0.037
O 1.360 -2.035 0.652 -0.054
H 0.601 -2.041 3.605 0.116
H 0.687 -0.475 3.204 0.095
O 0.255 -1.416 2.903 -0.130
H -0.097 -2.513 -2.323 0.020
H 0.769 -1.400 -1.773 -0.040
O -0.025 -1.713 -1.913 0.040
H -1.517 -4.001 -0.586 0.136
H -0.699 -2.747 -0.717 0.046
O -1.587 -3.032 -0.261 -0.131
H 3.187 2.541 -1.796 0.105
H 3.640 1.001 -1.758 0.054
O 3.191 1.706 -1.327 -0.025
H 2.918 -0.139 -3.973 0.094
H 1.940 0.492 -3.392 -0.056
O 2.621 0.014 -3.055 -0.029
H -0.282 2.375 4.186 0.072
H 0.485 3.399 3.426 0.088
O -0.125 2.632 3.261 -0.067
```

Entry 6:
C4H36NO15S | wB97M-V/def2-TZVPD

Output
HOMO   -12.093 eV
Charge   +1
Relative energy (zero: lowest compared OMol25 entry of this formula, charge and spin)   1.32 kcal/mol

Geometry as XYZ:
```
57
Properties=species:S:1:pos:R:3:lowdin_charge:R:1
O 2.484 -2.572 0.003 0.117
C 1.453 -1.972 -0.251 -0.465
O 0.656 -1.326 0.595 0.131
C 1.039 -1.627 -1.731 -0.174
C -0.470 -1.365 -1.767 -0.201
C -0.918 -0.524 -2.957 -0.513
S -0.908 -1.466 -4.517 0.769
N 1.791 -0.355 -1.864 0.192
H 0.731 -1.711 1.447 0.117
H 1.423 -2.407 -2.404 0.168
H -0.824 -0.875 -0.893 0.096
H -0.912 -2.386 -1.620 0.150
H -1.924 -0.281 -2.795 0.057
H -0.307 0.367 -2.997 0.049
H -1.578 -0.569 -5.247 -0.125
H 1.652 0.037 -2.800 0.084
H 2.761 -0.603 -1.809 0.146
H 1.652 0.324 -1.117 0.101
H -1.850 -0.454 5.084 0.000
H -0.617 -1.095 5.819 0.062
O -1.057 -1.011 4.970 -0.075
H -3.805 1.513 2.066 0.006
H -3.150 2.693 2.874 0.078
O -3.980 2.145 2.773 -0.065
H 3.641 -2.713 2.339 0.087
H 3.335 -2.225 3.749 0.035
O 3.161 -2.001 2.851 -0.052
H -2.614 -2.679 2.515 0.091
H -2.032 -1.785 3.658 -0.006
O -2.841 -2.046 3.232 -0.065
H 2.689 2.315 -2.904 0.054
H 1.235 2.600 -3.211 -0.001
O 1.954 2.014 -3.452 -0.055
H -2.883 -0.613 1.945 -0.018
H -4.113 -0.749 1.035 0.077
O -3.364 -0.170 1.261 -0.050
H -0.436 3.475 -1.706 0.103
H -1.406 3.216 -2.940 0.012
O -0.601 2.972 -2.591 -0.038
H -3.542 0.948 3.943 0.052
H -3.502 -0.518 4.137 -0.007
O -2.957 0.189 4.150 -0.056
H 2.903 -0.168 -4.744 0.060
H 1.638 -1.006 -4.896 0.036
O 2.515 -0.986 -4.373 -0.100
H -0.905 1.145 3.473 0.036
H -0.338 2.263 4.410 0.106
O -0.519 2.069 3.417 -0.108
H 4.138 0.414 0.435 0.130
H 3.279 -0.538 1.437 -0.022
O 3.237 -0.036 0.652 -0.059
H -0.610 5.082 1.177 0.050
H -0.197 3.782 1.978 0.021
O -0.072 4.278 1.138 -0.067
H 2.014 2.238 0.152 0.151
H 0.531 2.413 -0.361 -0.009
O 1.385 2.258 -0.715 -0.090
```

Entry 7:
C4H37N3O12 | wB97M-V/def2-TZVPD

Output
HOMO   -8.565 eV
Relative energy (zero: lowest compared OMol25 entry of this formula, charge and spin)   68.65 kcal/mol

Geometry as XYZ:
```
56
Properties=species:S:1:pos:R:3:lowdin_charge:R:1
N 0.034 -0.755 0.792 0.055
C 0.687 0.434 1.383 -0.388
C 0.212 0.612 2.869 -0.167
C -1.351 0.524 3.053 -0.234
N -1.821 -0.887 3.017 -0.017
C 2.185 0.273 1.224 -0.269
N 2.618 0.132 -0.174 0.013
H 0.040 -0.609 -0.214 0.060
H 0.424 -1.635 1.115 0.062
H 0.361 1.323 0.815 0.133
H 0.656 1.378 3.554 0.102
H 0.991 -0.083 3.444 0.132
H -1.531 1.217 3.926 0.112
H -1.745 1.102 2.242 0.086
H -1.277 -1.546 3.650 0.063
H -1.679 -1.268 2.123 -0.023
H 2.758 1.089 1.669 0.102
H 2.491 -0.649 1.681 0.099
H 2.006 -0.521 -0.665 0.025
H 2.718 1.046 -0.647 0.057
H -0.571 -0.688 -2.960 -0.031
H 0.921 -0.958 -3.034 0.015
O 0.200 -0.451 -3.490 -0.087
H -0.077 1.531 -2.523 0.026
H 0.119 2.674 -3.640 0.111
O -0.299 2.435 -2.770 -0.063
H 1.066 4.417 -1.205 0.031
H 1.115 3.055 -1.809 -0.024
O 1.710 3.748 -1.536 -0.090
H -2.946 -0.276 -2.882 0.068
H -2.648 -1.604 -2.093 0.030
O -2.262 -0.822 -2.495 -0.037
H -2.142 2.423 -1.242 -0.012
H -3.332 3.203 -1.847 0.078
O -2.965 2.847 -0.998 -0.065
H 1.299 -4.063 0.969 0.020
H 0.779 -4.657 -0.346 0.049
O 1.445 -4.027 0.014 -0.072
H -0.556 4.349 0.367 0.039
H -0.992 3.939 -1.107 0.001
O -0.597 4.590 -0.531 -0.016
H 1.858 -3.460 -2.424 0.070
H 2.758 -2.399 -2.195 0.060
O 1.801 -2.501 -2.226 -0.068
H -3.898 -0.827 0.414 0.087
H -2.516 -1.159 -0.237 -0.004
O -3.262 -1.582 0.230 -0.094
H 2.425 3.571 0.121 -0.005
H 3.871 3.042 -0.125 0.023
O 3.200 3.165 0.525 -0.065
H -2.007 -3.876 -0.644 0.087
H -0.505 -3.573 -1.254 -0.027
O -1.414 -3.745 -1.450 -0.057
H -0.860 -2.988 2.878 0.056
H 0.455 -3.051 3.743 0.060
O 0.046 -3.458 2.945 -0.096
```

Entry 8:
C4H38NO14 | wB97M-V/def2-TZVPD

Output
HOMO   -12.243 eV
Charge   +1
Relative energy (zero: lowest compared OMol25 entry of this formula, charge and spin)   79.37 kcal/mol

Geometry as XYZ:
```
57
Properties=species:S:1:pos:R:3:lowdin_charge:R:1
C 0.894 1.675 -0.719 -0.135
C 1.179 1.609 0.785 -0.220
C 1.971 2.860 1.099 -0.191
C 3.259 2.790 1.379 0.024
N -0.351 0.908 -1.141 0.170
H 0.861 2.732 -0.941 0.102
H 1.731 1.290 -1.307 0.137
H 0.285 1.443 1.453 0.117
H 1.609 0.669 1.139 0.098
H 1.444 3.776 0.870 0.093
H 3.879 3.684 1.335 0.063
H 3.671 1.870 1.820 0.075
H -0.199 -0.101 -0.936 0.123
H -1.188 1.242 -0.656 0.108
H -0.316 1.053 -2.172 0.112
H -2.017 -4.263 0.027 0.045
H -1.200 -3.799 1.319 0.008
O -1.200 -3.899 0.361 -0.047
H 4.693 -1.393 -0.360 0.047
H 3.468 -2.166 -0.916 -0.009
O 3.845 -1.285 -0.813 -0.055
H -4.718 -1.218 0.604 0.063
H -3.363 -0.537 0.657 0.032
O -3.963 -1.077 1.185 -0.048
H -1.031 3.834 1.150 0.047
H -2.454 3.488 0.480 0.050
O -1.544 3.226 0.619 -0.035
H 1.320 0.425 5.245 0.036
H 2.669 0.392 4.672 0.033
O 1.773 0.121 4.449 -0.061
H -1.729 -0.861 -3.589 0.067
H -0.364 -1.394 -3.053 0.017
O -0.953 -0.607 -3.088 -0.076
H -3.995 2.109 -1.909 0.047
H -2.548 1.662 -1.835 -0.028
O -3.416 1.489 -1.460 -0.055
H -0.496 -2.673 4.089 0.040
H 0.298 -3.955 3.872 0.054
O -0.368 -3.388 3.458 -0.044
H -0.748 -0.901 1.199 0.016
H 0.178 -2.191 1.050 0.015
O 0.033 -1.283 0.787 -0.042
H 1.008 1.445 -4.654 0.043
H -0.332 0.756 -4.862 0.023
O 0.062 1.627 -4.704 -0.063
H 2.520 -3.984 0.839 0.043
H 3.602 -3.946 -0.299 0.039
O 2.702 -4.235 -0.067 -0.042
H -2.044 3.749 -3.379 0.072
H -1.058 3.953 -2.311 0.053
O -1.898 3.500 -2.453 -0.053
H -2.241 0.466 3.326 0.050
H -2.844 -0.825 2.673 0.012
O -2.023 -0.394 2.959 -0.054
H 0.554 -3.166 -1.659 0.044
H 0.863 -3.402 -3.077 0.074
O 0.235 -2.904 -2.537 -0.037
```